<P>
# C3H5NO3

The molecule C3H5NO3 (ωB97M-V with the def2-TZVPD basis set, the Open Molecules 2025 dataset).

Output
**Gap between HOMO and LUMO**: 10.981 eV
**LUMO level**: 0.8203 eV
**M**: 103.08 Da
**E_HOMO**: -0.37338 Ha
**2S+1**: 1

Cartesian coordinates (Å):
1 O -1.1292 -0.9539 0.2481
2 O -0.5936 1.2224 0.5104
3 O 1.0689 -1.8255 0.4211
4 N -0.0660 0.0219 -1.3619
5 C -1.1068 0.2874 -0.4076
6 C 0.4155 0.4625 1.1713
7 C 0.3122 -0.9110 0.5109
8 H 0.1356 0.2803 2.2138
9 H -2.0712 0.6352 -0.7930
10 H -0.1888 -0.8195 -1.9038
11 H 0.4936 0.7591 -1.7416
12 H 1.3798 0.9693 1.1133

Here is what Mulliken gives for the atomic charges, in e: O -0.45; O -0.42; O -0.54; N -0.45; C 0.26; C -0.31; C 0.61; H 0.23; H 0.36; H 0.22; H 0.19; H 0.29

***

<Q>
# C3H5NO3

The molecule C3H5NO3 (ωB97M-V with the def2-TZVPD basis set, the Open Molecules 2025 dataset).

Output
**Gap between HOMO and LUMO**: 10.921 eV
**LUMO level**: 0.5889 eV
**M**: 103.08 Da
**E_HOMO**: -0.37970 Ha
**2S+1**: 1

Cartesian coordinates (Å):
1 O -1.0033 -1.0269 -1.4964
2 O 0.9911 -0.8372 -2.5152
3 O 1.4418 0.8226 2.0437
4 N 0.6302 0.1043 -0.4252
5 C 0.3204 -0.5661 -1.5559
6 C 0.2622 0.6968 1.8618
7 C -0.4191 0.4071 0.5598
8 H -0.4588 0.8308 2.7103
9 H -1.1342 -0.3965 0.7798
10 H -1.1408 -1.7943 -2.0559
11 H 1.5308 0.4884 -0.1858
12 H -1.0202 1.2710 0.2790

Here is what Mulliken gives for the atomic charges, in e: O -0.49; O -0.57; O -0.47; N -0.10; C 0.55; C 0.05; C -0.38; H 0.32; H 0.29; H 0.32; H 0.22; H 0.26

***

<Q> is preferred energetically. Next in line: 0.0438 hartree higher.

***

<P>
# C3H5NO3

The molecule C3H5NO3 (ωB97M-V with the def2-TZVPD basis set, the Open Molecules 2025 dataset).

Output
**Gap between HOMO and LUMO**: 11.035 eV
**LUMO level**: 0.2965 eV
**M**: 103.08 Da
**E_HOMO**: -0.39462 Ha
**2S+1**: 1

Cartesian coordinates (Å):
1 O -1.1926 1.2956 -0.0543
2 O -2.7151 -0.4122 -0.1938
3 O 3.1839 0.0208 -0.1641
4 N 0.7608 0.0363 0.5770
5 C 1.9050 -0.0631 -0.3377
6 C -1.5855 -0.0647 -0.1870
7 C -0.4668 -0.8228 0.1797
8 H 1.4674 -0.5000 -1.2059
9 H -0.2441 -1.4519 -0.5708
10 H -0.1493 1.4455 0.3786
11 H 0.9640 0.1212 1.5300
12 H -0.6898 -1.3985 1.1963

Here is what Mulliken gives for the atomic charges, in e: O -0.59; O -0.49; O -0.52; N -0.40; C 0.15; C 0.56; C -0.41; H 0.30; H 0.37; H 0.51; H 0.26; H 0.28

***

<Q>
# C3H5NO3

The molecule C3H5NO3 (ωB97M-V with the def2-TZVPD basis set, the Open Molecules 2025 dataset).

Output
**Gap between HOMO and LUMO**: 10.309 eV
**LUMO level**: 0.8372 eV
**M**: 103.08 Da
**E_HOMO**: -0.34807 Ha
**2S+1**: 1

Cartesian coordinates (Å):
1 O -0.8162 1.0970 -0.2915
2 O 1.5503 1.8258 -0.5541
3 O -1.4512 -0.9293 -1.1805
4 N 0.7689 -0.5008 -0.1105
5 C -0.1840 -1.0084 0.8928
6 C -0.7127 -0.2612 -0.2602
7 C 0.6311 1.5162 0.1374
8 H 1.6774 -0.7383 -0.4765
9 H -0.3040 -2.0842 0.8912
10 H 0.4198 2.0409 1.0799
11 H -0.1185 -0.5457 1.8708
12 H -1.4609 -0.4120 -1.9987

Here is what Mulliken gives for the atomic charges, in e: O -0.44; O -0.48; O -0.51; N -0.44; C -0.49; C 0.71; C 0.24; H 0.25; H 0.26; H 0.32; H 0.23; H 0.35

***

<P> is preferred energetically. Next in line: 0.0408 hartree higher.